(1)
6
Properties=species:S:1:pos:R:3:forces:R:3 method="wB97M-V/def2-TZVPD" lumo_ev="-1.998 / -1.536" homo_lumo_gap_ha="0.2713 / 0.3016"
Br -1.5901 -1.6298 0.7925 0.5 0.7 -0.5
I -1.3781 1.8780 0.3032 0.3 -0.9 -0.5
N -0.5482 0.1001 -0.5680 1.5 0.6 1.7
H 1.0805 0.7201 0.4878 1.1 0.7 2.1
N 0.7896 0.1996 -0.2736 -2.7 -2.8 -3.6
Cl 1.6463 -1.2679 -0.7418 -0.6 1.6 0.8

(2)
17
Properties=species:S:1:pos:R:3:forces:R:3 method="wB97M-V/def2-TZVPD" lumo_ev=1.089 homo_lumo_gap_ha=0.3348
H -1.2882 1.3590 1.2639 -0.4 0.5 -0.7
H 0.9559 -1.5240 -2.1122 -0.7 0.4 0.2
H -1.8527 3.0145 -0.3309 -0.1 1.8 -0.2
C -0.6043 2.1460 0.9341 3.1 1.8 3.7
H 1.3988 2.7490 1.3262 0.2 0.6 0.4
N 1.0186 -3.4902 -0.5635 -2.1 -1.1 3.8
C 0.0287 -1.6012 -1.5258 0.0 -2.1 0.6
C -1.0219 3.4622 0.2510 0.7 -0.6 -0.8
H 1.7021 -3.6772 -1.2626 0.1 0.1 0.0
H 1.0316 -3.8706 0.4214 0.9 0.1 -2.3
H -1.2179 4.3948 0.9150 -0.3 -2.1 -0.8
H -0.1733 3.8284 -0.4271 -1.3 -0.7 0.6
C -0.1004 -2.6647 -0.7006 1.7 1.5 -0.7
C 0.5889 2.1185 1.6392 -2.4 -0.7 -2.8
H -0.9550 -2.7806 0.0115 0.9 -0.2 -0.9
H 0.7899 1.2623 2.2360 0.4 -0.5 0.5
H -0.8666 -1.0889 -1.6836 -0.8 1.4 -0.7

(3)
195
Properties=species:S:1:pos:R:3:forces:R:3 method="wB97M-V/def2-TZVPD" lumo_ev=0.065 homo_lumo_gap_ha=0.3735
C 12.2039 15.8072 20.3694 0.5 -0.1 -1.5
H 14.4096 9.0388 16.8217 -0.2 0.2 -0.1
C 13.9387 12.7475 13.8824 -0.1 0.7 0.5
O 11.9380 13.1378 20.0253 0.1 1.1 -0.5
O 15.5422 15.9334 12.4993 -0.4 -1.0 1.0
C 13.6678 19.6449 17.3666 0.8 0.6 -0.2
H 17.8104 17.0049 11.7817 1.1 0.2 -0.7
H 18.9293 11.6125 14.7047 0.1 -0.3 -0.3
H 15.5353 11.1128 16.5274 0.2 -0.3 1.2
C 15.1541 9.2102 17.5893 -0.5 -0.2 0.5
C 9.2035 12.8213 10.0845 -0.9 -1.5 -1.1
C 13.1172 14.6833 18.1599 1.4 0.7 1.2
S 11.8329 17.9567 10.5154 -0.3 -0.6 1.9
H 8.6493 10.2308 11.8987 0.3 -0.2 0.0
O 16.3553 14.5378 17.2109 0.9 0.1 -0.6
H 14.4592 7.1585 11.9631 -0.2 0.7 -0.1
C 9.2324 13.4234 11.4125 1.7 0.9 1.7
H 7.9557 16.3387 15.4470 0.9 -0.3 -1.4
H 17.5924 11.1806 13.7237 -0.3 0.0 -0.2
C 9.4370 10.3290 18.5359 -1.5 -0.4 -0.9
O 16.0806 20.7161 15.2592 -0.1 -0.1 0.5
S 19.2174 17.7130 9.8306 1.6 -1.2 -2.6
S 11.7786 14.4217 19.3304 2.5 -2.4 1.8
H 17.3458 19.7226 10.9702 0.1 0.3 0.4
C 14.9099 9.0494 10.9371 -1.3 -0.3 -0.5
H 16.5714 19.9004 17.6645 -0.3 0.7 0.0
H 9.3961 18.0221 13.2474 -0.1 0.1 0.3
C 15.8541 20.7219 17.8970 0.0 -2.4 -0.7
H 10.2934 13.7210 11.6148 -0.6 0.0 -0.3
S 17.4563 15.4896 17.3345 -1.3 -0.4 0.7
O 15.8410 12.7475 11.0969 -0.1 -0.5 1.0
H 13.5329 20.3984 15.2777 -0.1 -0.1 0.2
O 10.6056 17.2797 10.9929 1.4 1.0 -0.5
H 11.2063 19.7354 9.1970 -0.2 0.4 0.3
H 12.8626 17.8138 19.6979 0.1 -0.9 -0.2
C 16.2584 8.1480 17.4238 0.5 -0.6 -1.7
C 19.0565 19.5162 9.7281 0.2 -0.7 2.0
H 9.3043 12.5701 13.4349 0.6 0.1 -0.4
C 13.1407 14.7559 12.6458 -0.1 0.3 0.4
C 16.0087 15.1268 8.1781 -1.6 0.0 -0.5
H 15.4878 13.8440 15.0121 0.7 0.0 1.2
C 9.0220 17.9053 14.2767 -0.3 -1.0 -0.1
H 20.0894 19.8709 9.7017 -0.2 -0.1 -0.3
C 16.2164 14.8707 9.6319 2.3 1.1 0.6
H 17.2300 15.2305 9.9491 -0.8 -0.5 -0.2
H 15.5375 15.3501 10.3146 -0.7 -0.1 0.1
H 12.6365 19.3773 17.5767 0.0 0.1 0.5
H 12.2836 11.5495 17.8526 -0.3 -0.2 -0.2
C 9.4437 10.9675 11.9790 0.0 0.8 0.1
S 15.3356 21.3818 16.3173 1.1 -0.3 -1.1
O 10.1772 10.0145 15.5259 -0.5 0.2 0.7
C 8.5195 16.3860 14.4449 0.5 1.7 1.4
H 13.1380 9.7483 12.9143 0.2 -0.3 0.5
C 18.4308 19.8304 11.1219 -1.4 -0.4 -2.0
H 12.8367 20.0555 12.5323 0.3 0.6 -0.4
H 13.1438 15.5072 20.8187 0.0 0.0 0.5
H 13.8599 14.6938 7.8436 1.2 -0.6 0.0
C 19.3517 14.7783 15.7157 1.0 -0.7 -0.8
C 12.7069 13.6519 13.6067 -1.2 -0.8 -0.9
H 13.3911 8.1826 13.8938 -1.0 -0.1 -0.2
C 17.5162 8.8275 16.8439 -1.0 0.6 0.4
O 17.4275 12.6634 9.1744 -0.5 -0.2 0.2
C 8.9088 12.3460 12.4315 0.7 -0.1 1.7
H 8.3387 11.6168 17.0320 -0.6 -0.1 0.1
C 14.8520 14.1487 7.7399 -0.8 0.7 -0.9
C 9.2827 11.5275 17.5420 -0.7 0.1 1.7
O 18.3470 17.0159 8.9023 -0.7 0.5 0.8
C 13.1057 18.2102 11.7846 0.0 -0.2 -0.2
H 10.2667 15.6988 13.3177 -0.5 -0.1 1.8
H 10.6234 15.8971 16.4081 0.1 0.2 -0.1
H 13.8172 12.6596 9.0680 1.4 0.7 0.0
H 12.9043 21.4538 10.5412 -0.3 0.2 0.2
O 19.5216 9.0968 11.1673 0.0 -0.1 0.8
C 13.7103 20.7386 16.3009 -1.0 0.2 0.2
C 10.8362 16.2470 15.3904 0.7 0.5 0.3
H 8.2368 12.4120 9.7473 -0.1 0.6 0.2
C 19.1565 9.6989 13.7555 -0.1 -0.9 0.8
H 19.0855 16.3520 14.2381 -0.1 0.0 -0.1
H 14.9266 19.2249 19.1472 -0.1 -0.2 0.5
S 14.6419 15.2927 13.4840 0.8 1.5 -3.6
C 11.6563 10.6931 17.5670 1.1 -1.3 0.6
H 18.3901 8.9436 13.7161 -0.4 -0.3 -0.3
H 11.8659 13.0651 13.1356 0.9 0.4 0.6
C 18.9298 18.8381 12.1033 1.1 -0.5 2.3
H 19.9573 19.1563 12.3987 -0.3 -0.6 -0.4
O 20.6243 17.4491 9.5683 -0.3 0.1 1.0
H 12.8068 14.3194 17.2011 0.0 -0.6 -0.5
H 16.5703 7.6442 18.3061 -0.1 -0.1 1.1
O 10.5237 14.6121 18.7190 -2.3 0.9 -1.4
H 19.7341 15.4162 17.7954 -0.1 -0.4 -0.2
H 9.6607 13.3835 9.2914 0.3 0.1 -0.3
H 21.3866 11.3474 12.8688 0.3 0.1 0.2
O 15.3327 10.1542 14.6213 0.2 0.6 -0.2
O 17.5789 9.8626 19.1945 0.0 0.1 0.4
C 15.6669 10.6448 17.5431 1.5 -0.2 -1.5
O 11.4983 11.5916 10.3451 0.4 0.4 1.3
H 18.9474 13.7468 17.6608 0.4 0.2 -0.1
H 12.7713 17.9242 12.7847 -0.2 0.4 -0.2
H 7.8892 12.3413 12.7147 -1.5 -0.5 -0.6
H 16.3457 21.4471 18.4715 0.5 1.2 0.8
C 19.0828 14.7428 17.2157 -0.7 -0.7 -0.1
H 18.4738 8.3623 17.0187 0.1 -0.3 0.0
C 10.9033 10.0722 18.8095 0.7 1.8 -0.9
O 21.3251 8.7008 12.8296 2.0 -1.3 0.3
H 18.6881 20.7942 11.4629 -0.1 1.3 0.2
C 12.9065 20.3765 10.4343 -0.2 -0.4 -0.1
H 8.8825 10.5004 19.4666 -0.1 -0.2 -0.4
S 15.3957 9.1341 13.6004 -1.0 1.3 -1.6
H 14.4161 20.0225 11.8890 1.3 -0.3 0.2
H 9.7922 14.5727 14.6753 -0.1 -0.2 -0.2
O 15.3442 22.8134 16.3068 -0.1 0.6 0.4
H 15.0541 11.9750 8.0832 0.4 -0.3 -0.4
H 19.5415 12.8670 12.9219 -0.1 -0.3 -0.7
H 18.3982 18.8356 13.0692 -0.1 0.4 -0.4
C 19.0435 16.1988 15.3128 -1.0 0.8 0.5
H 17.3856 17.5049 16.0516 -0.2 0.8 0.4
H 12.2817 14.1305 14.4967 0.3 -0.4 0.0
H 7.8410 16.0768 13.6386 0.3 0.2 0.2
H 14.0967 18.8282 16.8611 0.6 -1.6 -0.4
C 11.5485 19.7544 10.2412 -0.1 -1.6 -2.0
S 20.2397 9.4745 12.3768 -2.3 -1.4 -1.1
H 16.9143 16.1182 15.0986 -0.3 -0.1 0.3
O 14.3033 16.1525 14.5721 -0.6 0.2 1.6
O 10.8896 12.3610 15.6403 -0.5 -0.7 0.7
O 10.2325 18.4761 16.6997 0.4 -0.2 -1.7
C 19.2943 11.8496 12.5668 0.6 0.6 0.1
O 9.7425 10.3141 9.3854 -1.2 -1.1 -0.5
C 13.4318 19.7031 11.6660 -1.3 0.2 2.5
H 16.9169 15.1279 7.5927 0.2 -0.5 -0.1
C 18.6745 11.1160 13.7529 -0.5 0.7 0.7
H 15.7862 10.7359 11.9506 0.1 0.7 -0.1
S 17.4729 10.2956 17.8232 -0.3 0.8 0.6
H 18.4857 19.7471 8.8445 -0.2 0.2 -0.1
S 10.0828 11.2950 10.3576 1.5 0.4 -1.7
H 19.7437 16.8947 15.7859 0.0 -0.1 -0.1
O 12.5732 17.3322 9.4494 -0.3 0.2 -0.9
H 19.7242 9.4430 14.6508 0.2 0.2 -0.1
H 9.0443 9.4643 17.9701 -0.3 0.2 0.6
S 10.4639 11.1580 16.3740 2.1 1.2 -2.3
H 14.6780 9.1134 18.5582 -0.2 -0.4 0.1
H 12.9444 16.6439 17.1859 0.0 0.1 -0.3
H 11.9157 16.1716 15.1482 -0.6 -0.2 0.1
H 13.4185 14.3912 11.6407 -0.1 0.2 0.4
H 14.0733 14.1905 18.5729 -1.6 0.5 -0.8
C 13.9579 8.1383 11.7590 0.1 -2.1 -1.2
H 11.3952 16.0047 21.0415 -0.3 0.1 0.5
H 14.2763 9.8549 10.4891 0.6 -0.6 0.2
O 18.4076 11.3075 17.3842 -0.3 0.1 -0.4
H 16.9102 9.4220 11.7416 0.7 -0.2 0.0
C 14.8306 12.8899 8.6037 -0.9 -0.4 0.7
H 17.3802 9.1718 15.8324 0.0 -0.2 -0.5
O 17.3710 16.2851 18.5311 0.4 0.7 0.1
H 20.3786 14.5166 15.3949 -0.2 0.2 0.7
H 20.9428 11.2793 11.1508 -0.3 -0.1 0.5
C 14.6345 20.0662 18.5462 -1.8 1.2 -1.3
C 15.8836 9.6702 11.9195 0.2 0.1 0.7
C 12.4477 16.8617 19.2922 0.0 1.0 -0.5
H 12.2577 9.9600 17.0222 0.2 0.1 0.2
C 20.5878 11.0983 12.1827 0.7 3.1 -0.7
C 13.6775 8.7967 13.0462 1.3 0.3 1.3
H 14.3424 16.4937 18.2215 0.3 -0.1 0.0
H 15.9596 13.3488 13.3289 0.5 0.2 -0.1
H 14.9235 13.8573 6.6774 0.1 0.3 0.4
H 11.1509 10.7550 19.6170 0.4 -0.5 0.4
C 17.5961 16.4776 15.8681 1.0 -0.6 -1.6
H 14.0454 20.8288 19.0816 0.5 -0.4 0.4
H 15.6074 16.1162 8.0998 -0.1 0.7 -0.3
H 13.7965 12.1136 14.7828 0.2 0.6 -0.5
H 13.0102 21.5385 16.5267 0.0 0.2 0.0
H 10.7502 20.0125 10.9086 -0.2 0.4 0.4
H 11.5030 17.1750 18.8378 -0.1 -0.1 0.3
H 18.6113 11.8821 11.7234 0.0 0.1 -0.1
C 15.2064 13.7158 14.0042 -1.7 -1.5 -0.6
S 10.5275 18.0103 15.3325 -0.4 0.4 0.1
H 13.5640 20.1674 9.6041 0.0 -0.2 -0.5
H 15.3400 8.4336 10.1125 0.0 0.7 0.7
H 14.0815 12.0558 13.0452 0.1 0.3 0.0
H 8.3163 18.7161 14.5185 0.3 -0.5 0.1
H 8.6800 14.3316 11.5570 -0.6 0.3 -0.1
H 13.9102 17.5354 11.5483 0.4 -0.2 -0.5
C 9.8818 15.6233 14.4132 -0.4 -0.3 -2.0
H 11.1453 9.0251 19.0120 0.0 0.4 0.0
S 16.2005 13.1520 9.7655 -0.2 -0.3 -0.7
C 18.8396 17.4153 11.5581 -0.4 0.2 0.3
H 15.2768 11.2377 18.3539 0.2 0.4 0.2
H 12.4070 15.6052 12.6002 0.8 -0.7 -0.1
O 16.1623 7.9841 13.9568 0.1 -1.4 0.1
H 13.0612 7.8509 11.1907 0.2 0.4 0.1
H 9.5610 12.5002 17.9984 -0.1 -0.5 -0.3
C 13.2984 16.2344 18.1178 -0.5 -0.2 1.1
H 15.9073 7.3500 16.7513 0.2 0.4 0.0
H 18.7649 14.0549 15.1087 -0.2 0.4 0.7
O 11.5751 18.6423 14.5169 -0.8 -0.2 1.1
H 10.3068 10.6496 12.5683 -0.3 -0.2 0.1
H 19.6340 16.7605 11.9486 -0.4 0.1 -0.3

(4)
41
Properties=species:S:1:pos:R:3:forces:R:3 method="wB97M-V/def2-TZVPD" multiplicity=5 lumo_ev="0.744 / 0.549" homo_lumo_gap_ha="0.2448 / 0.3058"
H 1.4476 -2.2802 -2.0958 -0.6 0.7 0.2
H -2.4949 -1.0205 -0.5750 0.4 0.3 -0.8
H -2.3450 1.7050 0.5838 0.2 -0.1 0.1
H -2.5622 -0.6718 -2.6004 0.0 1.8 -1.3
H -1.6293 -0.5484 4.2287 -0.1 0.1 -0.3
H 0.0493 2.5416 -2.9977 -0.3 0.0 0.3
C 2.9645 0.6025 0.7830 -0.6 -0.7 1.3
H 2.3445 -0.1341 -1.9317 -0.4 0.0 0.3
H -2.1303 1.9216 -3.3127 0.2 -0.7 0.9
H 2.8434 -0.6457 3.8404 0.1 0.1 -0.3
C 3.5927 0.4891 2.0281 0.0 0.0 -0.2
N 1.7891 -0.0807 0.8225 3.6 -1.3 3.4
C 2.7696 -0.3219 2.8066 -0.2 -0.1 -0.4
H -0.4370 2.9658 -1.3349 -0.2 0.0 -0.5
C -1.6014 -0.0053 -2.3482 -3.0 2.3 -4.9
H -0.3649 -2.4494 -0.4263 -0.3 0.2 0.0
H 3.2972 1.1543 -0.0851 -0.2 -0.1 0.0
C -1.6472 -0.1215 3.2320 0.0 0.3 -0.5
B 0.4498 -1.4911 2.5230 0.1 0.1 0.8
H 0.4184 -1.4677 -3.2429 -0.1 -0.3 0.3
C 0.6611 1.2237 -1.4393 1.7 2.9 -4.7
H -2.5039 1.8518 -1.5629 0.4 -0.2 -0.4
H 0.5570 -1.6190 3.7247 0.0 -0.1 -0.1
N -0.9340 0.1954 1.1391 -1.8 -0.1 2.3
H 4.5212 0.9431 2.3232 0.1 0.0 0.0
H 0.3401 -2.5770 2.0236 0.0 0.1 -0.5
C 0.6566 -1.4903 -2.1639 -0.1 -1.4 -1.9
C -1.7571 -0.9874 -1.3949 2.0 -3.3 4.7
N -0.7740 -0.5449 2.3109 0.0 1.3 -1.2
H -0.9974 -2.9000 -1.9950 0.6 0.4 0.4
C -2.4226 0.8913 2.6729 0.1 -0.2 -0.2
C -1.9724 1.0438 1.3536 1.0 -1.0 0.9
Fe 0.3879 0.0067 -0.3027 -4.3 -3.8 6.0
H -3.1883 1.4497 3.1654 -0.3 0.1 0.1
C 1.2552 -0.1683 -1.7907 2.1 1.9 -2.3
C -0.6321 -2.0164 -1.4057 -0.1 -0.7 -0.6
C -0.3776 2.1357 -2.0603 0.5 0.4 -0.1
C -1.7636 1.5289 -2.3232 -0.5 -0.1 0.0
N 1.7160 -0.6968 2.0719 0.3 1.3 -0.8
H 1.4776 1.8364 -1.0030 -0.2 0.0 -0.8
H -1.0033 -0.2477 -3.2414 0.1 -0.1 0.8

(5)
36
Properties=species:S:1:pos:R:3:forces:R:3 method="wB97M-V/def2-TZVPD" lumo_ev=0.377 homo_lumo_gap_ha=0.3618
H -0.0338 4.3330 -0.0422 0.0 0.0 0.0
H 2.8855 -4.2371 0.6384 0.1 0.1 -0.2
H -1.7710 0.7889 0.0725 0.0 0.0 0.4
H -0.1309 -0.0472 4.0365 0.0 0.1 -0.1
C 0.5432 -1.8384 4.4397 0.0 0.3 0.2
H 0.2171 2.9026 -1.0662 0.0 0.0 0.0
O -0.5412 -0.3143 0.8972 0.1 -0.1 -0.3
O -1.4053 1.2856 -4.8065 -0.2 0.1 0.0
H -2.1570 0.7189 -4.9933 0.0 0.0 -0.1
H 0.2763 4.5184 -1.7793 0.1 0.0 0.0
H 4.3258 -4.0435 2.5969 -0.1 0.0 -0.1
H 0.6506 -2.7613 3.8795 -0.1 0.0 -0.1
H -2.0142 3.1662 -0.8664 0.1 0.0 -0.1
O -2.4454 1.3898 -0.2751 -0.2 0.0 -0.2
H -2.5678 0.8190 -2.2692 -0.1 0.0 0.0
H -4.1130 1.1110 -1.4480 0.0 0.1 0.0
H -0.3075 -0.7353 1.7378 -0.1 0.2 0.1
H 0.1853 1.2612 -3.5462 0.0 0.0 -0.1
O -1.5982 3.8939 -1.3561 -0.1 0.0 0.1
H 1.4472 0.3220 0.8633 -0.1 0.1 0.0
H 0.1951 -0.0582 -4.7497 0.0 0.2 0.0
C 0.6586 -0.0440 0.1987 0.5 -0.2 -0.2
H -0.2553 -1.9547 5.1744 0.0 -0.1 -0.1
H 2.2207 -3.3442 2.0106 0.1 0.0 -0.1
H 1.0641 -0.9302 -0.3103 -0.2 0.0 0.1
C -0.2279 3.9055 -1.0333 0.0 0.0 -0.1
H 2.9866 -2.4312 0.7228 0.0 -0.1 -0.3
H -0.8660 -0.1286 -3.3483 -0.1 0.1 -0.1
C -3.1120 0.7021 -1.3284 0.1 -0.1 0.1
H -3.2041 -0.3608 -1.0898 0.0 0.0 -0.1
C -0.4358 0.5531 -4.0940 0.2 -0.4 0.3
H 0.4649 0.7080 -0.5650 -0.1 0.0 0.1
C 3.0370 -3.3643 1.2756 -0.1 0.1 0.7
H 1.4758 -1.6478 4.9768 0.0 0.0 -0.1
O 0.2476 -0.7724 3.5309 0.0 -0.3 0.1
O 4.3050 -3.3655 1.9155 0.1 0.0 0.0

Relative energy (zero: lowest compared OMol25 entry of this formula, charge and spin) in eV, matching the order above: 1.6271; 3.0416; 2.6034; 3.0039; 3.3348
DFT total energy in a.u., matching the order above: -3441.85901; -251.75075; -9176.24778; -2053.38228; -694.32986